67
Properties=species:S:1:pos:R:3:forces:R:3:mulliken_charge:R:1 method="wB97M-V/def2-TZVPD" e_lumo_ev="-8.04 / -8.03" mol_weight_g_mol=662.2 de_lowest_ev=2.642 charge=+2 orbital_gap_ev="5.00 / 4.90"
C 2.94762 1.06409 -2.99897 0.0 -0.1 -0.2 0.62
C -2.56450 2.01082 -4.03578 -0.5 -0.2 -0.2 -1.02
C 1.81193 0.61056 -2.12647 0.1 0.6 0.2 -1.20
H 2.56152 -0.28186 5.13165 0.0 0.0 0.0 0.29
H 5.90401 2.00617 -5.30782 0.0 0.0 0.0 0.40
C 3.02701 -0.71275 4.24079 -0.1 0.0 0.0 -0.71
C 2.51629 -0.02680 2.98311 -0.8 -0.5 0.1 -0.85
C -2.70740 -3.65478 2.31398 0.4 0.3 0.1 0.49
C -0.36783 2.88840 -2.47876 -0.4 -0.1 0.6 -0.20
C 4.23979 1.16127 -2.48651 0.0 -0.1 0.0 -0.31
H -3.36134 1.63309 -4.66185 0.0 0.1 0.0 0.45
O -0.60304 -2.62310 2.07689 -1.3 0.1 -0.2 -0.87
N 3.28195 -3.07085 4.87672 0.0 -0.2 0.1 -0.36
H 0.89039 0.51225 -2.70084 0.0 -0.2 0.0 0.38
C -0.37398 3.05238 -3.83725 0.2 0.3 -0.4 -0.55
C 0.84737 3.22910 -1.69826 0.6 -0.4 0.2 -1.45
O -0.85241 -4.91885 3.19548 0.3 -0.1 0.1 -0.56
H 0.49045 3.48366 -4.32630 0.0 0.0 0.0 0.58
C -1.46891 2.67376 -4.61693 0.2 -0.1 0.6 -0.54
N -1.66114 -0.32301 1.91762 0.0 -2.4 0.4 0.00
Pd 0.60433 -0.70313 2.64623 3.0 0.3 1.0 0.56
H -4.30953 2.97061 -0.54240 -0.1 0.0 0.1 0.49
H -0.37251 -4.12800 2.86086 -0.1 -0.1 0.0 0.35
H -1.44750 2.85033 -5.68476 0.0 0.0 0.0 0.47
H 3.61754 1.86259 -6.22452 0.0 0.0 0.0 0.39
S -0.85097 2.08507 2.10566 -0.8 -1.2 0.1 0.22
S 1.50133 1.79060 -0.75665 -0.4 0.0 0.0 0.00
H -3.52360 3.54037 0.92828 0.0 0.2 -0.2 0.54
C 3.79088 1.67451 -5.17337 0.1 0.1 -0.1 -0.75
H 2.57887 1.05544 3.05870 -0.2 0.0 -0.1 0.47
H -4.50878 -2.73834 1.58892 0.0 0.0 0.0 0.46
H 1.72776 1.28094 -4.75376 0.0 -0.1 0.0 0.44
H 1.65467 3.57697 -2.34174 -0.1 0.2 -0.1 0.59
C 2.62503 -2.15702 4.17503 0.1 0.2 -0.1 0.64
H -1.42099 3.77244 -0.14751 0.1 0.0 0.0 0.39
C -2.61268 1.82372 -2.69708 0.3 0.1 0.4 -0.58
C 5.07753 1.74684 -4.66129 -0.1 0.0 0.0 -0.45
C -3.39677 2.90810 0.04980 0.4 -0.3 0.1 -1.13
C -1.85023 -2.53095 2.04835 1.6 -1.9 0.6 0.92
C 2.72841 1.34901 -4.34314 0.1 -0.1 0.1 -0.18
H -2.52934 -6.74389 3.73896 0.0 0.0 0.0 0.46
H 6.30210 1.54414 -2.91204 0.0 0.0 0.0 0.40
N -2.46084 -1.31556 1.79050 -0.8 2.4 -0.7 -0.33
C -4.32347 -5.81814 2.99530 0.1 0.2 -0.1 -0.37
H 0.66659 3.97919 -0.92640 -0.1 0.1 -0.1 0.48
C -4.09014 -3.61650 2.05849 -0.4 -0.2 0.0 -0.28
H 2.97997 -4.03235 4.84226 0.0 0.0 0.0 0.25
C -1.56827 2.33034 -1.77282 0.0 0.1 -0.8 1.91
C -4.88573 -4.68314 2.38268 -0.1 0.2 -0.1 -0.76
O 0.05492 1.30771 3.01990 0.0 0.9 -0.6 -0.45
C -2.20135 3.38914 -0.79994 -0.2 -0.1 0.1 -0.69
H -4.96177 -6.65262 3.25140 0.0 0.0 0.0 0.41
H 2.03219 -0.33002 -1.62033 -0.1 0.0 0.0 0.68
C -2.97928 -5.88130 3.26801 0.2 0.0 0.0 -0.69
O 1.66209 -2.46854 3.44983 -0.3 0.0 -0.3 -0.55
C -1.99693 0.89363 1.54077 -0.3 2.0 -0.2 0.45
H 3.03132 -0.39387 2.08922 -0.1 0.0 0.0 0.46
H 4.10864 -0.59052 4.34910 0.0 0.0 0.1 0.40
H -5.94428 -4.65522 2.16850 0.0 0.0 0.0 0.42
S -3.45404 1.17413 0.63054 0.2 -0.1 -0.3 0.06
H -2.56282 4.22092 -1.40781 0.1 0.1 0.1 0.41
H -1.22809 1.49598 -1.14149 0.1 0.0 0.0 0.12
C 5.30001 1.48884 -3.31426 0.0 0.1 0.0 -0.68
H 4.04705 -2.83724 5.48537 0.0 0.1 0.0 0.22
C -2.13844 -4.81571 2.92197 -0.4 0.1 -0.2 0.25
H 4.41481 0.97130 -1.43419 0.0 0.0 0.0 0.38
H -3.44544 1.29567 -2.24963 -0.1 0.0 0.0 0.57

***

64
Properties=species:S:1:pos:R:3:forces:R:3:mulliken_charge:R:1 method="wB97M-V/def2-TZVPD" e_lumo_ev=0.43 mol_weight_g_mol=475.5 smiles="O=C(NCC(=O)N(Cc1ccccc1)[C@H](C(=O)NC[C@H]1CCCO1)c1ccccc1)c1ccco1" de_lowest_ev=0.095 charge=0 orbital_gap_ev=9.24
C -5.84485 -1.86134 -0.63941 0.0 -0.3 0.5 -0.53
C -4.79480 3.07019 -0.02001 -0.2 0.1 0.3 -0.58
H 1.01084 0.91114 1.94877 0.0 0.1 -0.3 0.82
C 1.54243 -0.79617 -0.87920 0.1 -0.4 -0.2 -2.40
H -6.23565 -3.00616 1.23030 0.0 -0.1 0.1 0.51
C -1.71333 2.34012 -1.10277 -0.4 0.2 -0.2 -1.31
C 5.18131 -1.53243 -1.61693 0.1 0.0 -0.1 -0.90
C 5.35956 1.78989 0.19881 0.1 0.0 0.0 -0.46
C 2.66178 1.28328 0.64495 0.0 0.3 0.0 -0.29
C 4.96760 1.02931 1.28703 0.1 0.0 0.1 -0.74
H 1.58219 0.10982 -1.48877 -0.1 -0.1 0.0 0.35
H -4.33273 4.04069 0.21128 -0.1 0.0 0.0 0.29
H 3.61745 -0.41614 -2.55129 0.0 0.1 -0.1 0.43
C -0.12922 -2.66117 0.72992 0.0 0.3 -0.2 -1.21
C 3.89058 -1.04717 -1.71815 -0.1 -0.1 0.0 -0.23
C 4.40366 2.31017 -0.65530 0.0 0.0 -0.1 -0.99
N -1.56368 -2.75826 0.55075 0.0 -0.2 0.2 0.00
H -2.44774 2.30439 1.33768 0.1 0.0 0.0 0.46
H 4.70356 2.91458 -1.49865 0.0 0.1 -0.1 0.40
C 4.59994 -2.64614 0.41894 0.0 -0.1 0.1 -0.85
C -4.58684 -1.52175 -1.17921 0.8 -0.3 0.4 -0.29
H 0.16056 -3.34443 1.52888 0.0 0.1 -0.1 0.48
H -6.80541 -1.61738 -1.04319 -0.2 0.0 0.0 0.47
H 5.70822 0.62804 1.96277 0.1 0.0 0.1 0.43
N 0.95156 -0.43869 0.39448 0.2 0.4 0.0 0.83
H 2.58693 -2.39961 1.08335 0.0 0.0 0.1 0.29
C 5.54070 -2.33151 -0.54561 0.1 0.0 0.0 -0.44
C -5.58702 -2.55973 0.50220 -0.6 0.3 -0.4 -0.53
H -1.59299 3.33807 -0.67450 0.0 -0.1 -0.1 0.62
C 2.94112 -1.35461 -0.75251 0.1 -0.1 -0.1 1.08
H -2.11516 -3.14843 1.29860 0.0 0.0 -0.1 0.34
C 1.21346 0.91844 0.86903 0.0 0.2 0.4 0.65
H 3.32071 0.19076 2.36162 -0.1 -0.1 0.1 0.41
C 3.06085 2.05559 -0.43704 0.0 0.0 0.1 -0.04
H 0.89016 -1.49762 -1.40676 0.0 0.2 0.1 1.27
H -2.96687 0.61925 1.23940 0.1 0.0 0.1 0.06
H -5.83996 3.22733 -0.29085 0.0 0.1 0.0 0.36
C 3.30806 -2.16222 0.31520 -0.1 0.0 -0.1 -0.23
H -4.39410 -0.97876 -2.08112 0.1 0.1 -0.2 0.60
H 6.55020 -2.70488 -0.46103 0.1 0.0 0.0 0.41
C 0.24944 1.96723 0.29017 0.1 -0.3 0.0 -0.50
H -1.69553 2.41316 -2.19442 0.0 0.1 0.1 0.29
H 2.32091 2.47182 -1.10481 -0.1 0.1 -0.1 0.44
H -0.71106 0.53446 -0.83351 0.2 0.0 0.2 0.10
H -4.71493 2.56150 2.10878 0.0 0.0 0.1 0.38
C 3.62632 0.78255 1.51088 -0.1 0.1 0.0 -0.27
C -2.18589 -1.97332 -0.35707 0.0 -0.5 0.3 0.44
C -3.16189 1.62467 0.87134 -0.1 0.0 -0.1 -0.29
C -4.59155 2.09309 1.13570 0.0 0.1 -0.3 -0.64
N -0.61324 1.52494 -0.64405 -0.3 -0.3 -0.2 0.16
H -5.29065 1.26002 1.04499 0.0 0.0 0.0 0.23
O -1.57488 -1.28275 -1.16301 -0.1 0.0 -0.2 -0.77
H 0.36907 -2.95212 -0.19418 0.0 0.0 0.1 0.45
H 4.87282 -3.26794 1.25883 0.0 -0.1 0.1 0.40
O -4.26944 -2.67876 0.70405 0.4 -0.1 0.2 -0.44
H 5.91017 -1.27930 -2.37226 0.1 0.0 -0.1 0.40
C -3.04404 1.71317 -0.66116 0.5 -0.2 0.0 0.78
O -4.15241 2.47062 -1.12741 0.1 0.0 -0.2 -0.57
H -3.11430 0.72109 -1.12294 0.0 0.1 0.1 -0.25
O 0.30061 3.12122 0.66520 0.1 0.2 0.2 -0.70
H 6.40729 1.98226 0.02169 0.1 0.0 0.0 0.42
O -0.28553 -0.83464 2.23131 -0.2 -0.1 0.2 -0.73
C 0.19531 -1.22775 1.18148 -0.1 -0.4 0.1 0.86
C -3.64963 -2.04170 -0.32128 -0.6 0.7 -0.9 0.28

***

69
Properties=species:S:1:pos:R:3:forces:R:3:mulliken_charge:R:1 method="wB97M-V/def2-TZVPD" e_lumo_ev=-2.62 mol_weight_g_mol=761.9 de_lowest_ev=0.404 charge=+1 orbital_gap_ev=9.01
C 4.60592 -0.56812 0.42521 -0.1 0.0 -0.1 -0.65
C 1.49294 0.02242 2.03636 0.0 0.1 0.0 -0.82
H -0.05024 -1.01375 -5.37816 0.0 0.0 0.0 0.49
C -1.17716 -4.61078 -0.20425 0.0 0.1 0.0 -0.52
C -2.59602 -0.90269 -2.55391 0.1 0.0 0.1 0.38
Cl -1.50202 -4.28780 -1.90104 0.0 0.1 0.0 -0.11
H 4.11062 1.68199 -1.87893 0.0 0.0 0.0 0.22
H -3.95206 -1.08647 5.57291 0.0 0.0 0.0 0.45
H 0.10126 3.58189 -0.16708 0.0 0.0 0.0 0.46
C 4.81429 -0.34511 -2.02227 -0.1 -0.1 0.1 -0.73
H -0.22161 -1.43186 3.50712 0.0 0.0 0.0 0.43
H 5.76030 -0.88486 -2.03246 0.0 0.0 0.0 0.31
H 0.62833 -0.76623 -3.00504 0.0 0.0 0.0 0.28
N -1.29758 -0.80057 -2.27866 0.4 0.0 0.0 0.30
N -1.88407 -1.11585 2.32385 0.2 -0.1 0.2 0.26
H -1.10504 3.51984 1.09080 0.0 0.0 0.0 0.55
N 4.01705 -0.87774 -0.89537 -0.1 -0.2 -0.1 -0.13
H 1.24573 3.86177 2.17842 0.0 -0.1 0.0 0.49
H -0.08253 2.17205 -2.11535 0.0 0.0 0.0 0.30
H 4.29229 -0.53134 -2.95908 0.0 0.0 0.0 0.44
H 5.55439 -1.10056 0.48551 0.0 -0.1 0.0 0.31
C -3.98535 -0.92449 3.43346 -0.1 0.0 0.0 -0.78
C 2.70250 -0.94185 -1.01479 0.2 0.4 0.1 0.48
C 5.06010 1.13591 -1.80783 0.0 0.0 0.1 -0.37
C -3.60130 -0.87580 -1.42106 0.0 -0.1 0.0 -0.30
C 2.33320 0.72955 2.87961 0.0 0.0 0.0 -1.04
H -1.78382 1.87907 -2.51239 0.0 0.0 0.0 0.40
C 0.54928 0.69576 1.26069 0.0 -0.4 -0.3 0.16
C -3.37091 -1.10001 4.65950 0.0 0.0 0.0 -0.32
H 5.35682 1.17258 1.44989 0.0 0.0 0.0 0.39
H -3.04564 3.45235 -0.27324 0.0 0.0 0.0 0.42
C -3.87833 -0.80574 0.94106 -0.1 -0.1 0.1 -0.02
H 3.94706 -0.92529 1.21479 0.0 0.0 -0.1 0.38
O 5.66088 1.37075 -0.54601 0.0 0.0 0.0 -0.44
H -4.13274 -1.11315 -4.00057 0.0 0.0 0.0 0.60
C -2.15232 -1.07992 -4.88817 0.0 0.0 0.0 -0.56
C -0.79924 -0.98070 -4.59793 0.0 0.0 -0.1 -0.80
Cl -0.15970 -3.35748 0.56744 0.1 -0.2 -0.1 0.04
H -5.05069 -0.78096 3.32629 0.0 0.0 0.0 0.57
H 5.74207 1.51740 -2.56381 0.0 0.1 0.0 0.38
C -3.06548 -1.03906 -3.84896 0.0 0.0 -0.1 -0.61
H -3.01561 2.10161 0.87964 0.0 0.0 0.0 0.39
H -1.47586 -1.44948 5.63445 0.0 0.0 0.0 0.44
O -5.08063 -0.68996 0.93121 0.1 0.1 -0.2 -0.62
Tl -0.83435 -0.39284 0.01897 -0.7 0.6 0.0 1.73
C 0.45285 2.07324 1.28897 0.0 0.1 0.0 1.50
C -1.11069 2.44369 -1.86918 0.0 0.0 0.1 -1.34
N 1.54673 -0.96780 -1.10255 0.5 -0.3 0.0 -0.39
C 4.84075 0.92620 0.52426 0.0 0.0 -0.2 -0.28
C 1.30819 2.77648 2.14258 0.1 0.1 0.1 -0.73
H -0.63463 -5.54095 -0.12845 0.1 -0.1 0.0 0.41
C -2.80203 2.39047 -0.14994 0.1 0.0 0.0 -1.42
N -1.38516 2.13023 -0.46061 -0.2 0.0 0.0 0.76
C 2.23358 2.11804 2.93401 0.0 0.0 0.0 -0.91
H -2.11436 -4.64753 0.33129 -0.1 0.0 0.1 0.29
H -3.44737 1.81131 -0.80713 0.0 0.0 0.0 0.34
C -1.99804 -1.29621 4.69981 0.0 0.0 0.0 -1.03
H 1.58141 -1.05892 1.97963 0.0 0.1 0.0 0.84
N -3.03825 -0.84768 -0.16720 0.1 0.0 0.1 0.00
H 2.87997 2.68410 3.59448 0.0 0.0 0.0 0.41
C -0.41130 -0.84099 -3.28113 -0.1 0.0 0.1 -0.30
C -3.20072 -0.94820 2.29047 0.1 0.0 -0.2 0.54
C -0.50175 2.89492 0.42998 0.1 -0.2 0.1 -1.85
H 3.87678 1.45010 0.50558 0.0 0.1 0.0 0.23
H -2.49079 -1.18843 -5.91139 0.0 0.0 0.0 0.45
H -1.25187 3.51118 -2.07589 0.0 0.0 0.0 0.39
H 3.05769 0.20571 3.49550 -0.1 0.1 0.0 0.56
O -4.77110 -0.90224 -1.72452 0.0 0.0 0.1 -0.63
C -1.29458 -1.29115 3.51058 -0.1 0.0 -0.1 -0.09

***

Among the records above, which one has the highest charge? C27H29N3O4PdS3

***

The highest charge belongs to which entry? C27H29N3O4PdS3

***

Which of these has the lowest charge? C27H29N3O5

***

Which value of charge does entry 1 give? +2